{"formula": "C26H25FN2O4", "method": "ωB97M-V/def2-TZVPD", "multiplicity": 1, "total_charge": 0, "lumo_energy_ha": 0.020, "gap_ev": 9.02, "homo_ev": -8.47, "smiles": "COc1cc(C(=O)N[C@@H]2CCCc3ccccc32)ccc1OCC(=O)Nc1ccc(F)cc1", "elements": ["C", "O", "C", "C", "C", "C", "O", "N", "C", "C", "C", "C", "C", "C", "C", "C", "C", "C", "C", "C", "C", "O", "C", "C", "O", "N", "C", "C", "C", "C", "F", "C", "C", "H", "H", "H", "H", "H", "H", "H", "H", "H", "H", "H", "H", "H", "H", "H", "H", "H", "H", "H", "H", "H", "H", "H", "H", "H"], "positions_angstrom": [[-2.81, -0.99, 2.45], [-2.83, -1.58, 1.17], [-1.82, -1.30, 0.30], [-0.70, -0.57, 0.63], [0.31, -0.29, -0.29], [1.46, 0.52, 0.19], [1.36, 1.29, 1.13], [2.62, 0.34, -0.49], [3.84, 1.04, -0.16], [4.29, 1.89, -1.36], [5.68, 2.52, -1.16], [6.28, 2.20, 0.21], [6.20, 0.72, 0.45], [7.28, -0.05, 0.83], [7.13, -1.41, 1.04], [5.89, -2.00, 0.86], [4.80, -1.24, 0.48], [4.95, 0.12, 0.27], [0.16, -0.74, -1.60], [-0.96, -1.47, -1.95], [-1.95, -1.77, -1.03], [-3.01, -2.47, -1.54], [-3.96, -3.10, -0.70], [-4.97, -2.15, -0.04], [-5.65, -2.50, 0.89], [-5.02, -0.94, -0.67], [-5.73, 0.20, -0.30], [-6.63, 0.22, 0.76], [-7.31, 1.38, 1.07], [-7.08, 2.52, 0.32], [-7.74, 3.66, 0.63], [-6.18, 2.53, -0.73], [-5.51, 1.36, -1.04], [-2.77, 0.10, 2.39], [-3.75, -1.29, 2.91], [-1.98, -1.36, 3.05], [-0.57, -0.18, 1.63], [2.66, -0.34, -1.23], [3.57, 1.70, 0.68], [3.54, 2.65, -1.55], [4.31, 1.23, -2.24], [5.61, 3.61, -1.27], [6.36, 2.16, -1.93], [7.31, 2.54, 0.26], [5.71, 2.72, 0.99], [8.25, 0.41, 0.97], [7.97, -2.01, 1.33], [5.76, -3.06, 1.03], [3.83, -1.70, 0.36], [0.89, -0.51, -2.36], [-1.09, -1.83, -2.96], [-4.51, -3.78, -1.36], [-3.48, -3.69, 0.08], [-4.39, -0.83, -1.46], [-6.80, -0.68, 1.32], [-8.01, 1.41, 1.89], [-6.02, 3.44, -1.30], [-4.81, 1.35, -1.86]]}